1.
Here is an isolated ion of composition C8H15ClNO2 and charge +1 at a distorted geometry from the OMol25 dataset. Energies are from the ωB97M-V functional and the def2-TZVPD basis.

Geometry as XYZ:
```
27
Properties=species:S:1:pos:R:3
C 3.114 0.690 0.247
H 2.493 -2.070 -0.038
O -0.429 0.283 0.057
O -1.137 0.786 -2.063
C 0.916 0.796 -0.353
H -2.832 -1.117 1.156
H 2.905 1.774 0.659
C -1.323 0.311 -0.882
H 2.326 -0.793 2.307
H -0.158 0.975 -2.293
C -2.675 -0.110 -0.574
H 0.560 -0.442 2.014
Cl 0.900 2.608 0.025
H 4.034 0.112 0.601
C -3.484 -0.385 -1.615
C 1.733 -1.368 -0.394
H -2.681 0.580 1.606
N 1.879 -0.042 0.367
C -3.162 -0.175 0.860
H 1.681 0.873 2.041
C 1.573 -0.094 1.759
H -4.251 -0.113 1.054
H 3.377 0.922 -0.848
H -4.538 -0.582 -1.458
H 1.656 -1.312 -1.462
H -3.268 -0.271 -2.721
H 0.793 -1.835 -0.051
```

## Properties
DFT total energy = -978.8504 Eh
relative energy (zero: lowest compared OMol25 entry of this formula, charge and spin) = 217.2 kJ/mol
gap between HOMO and LUMO = 7.7 eV
spin multiplicity = 1
charge = +1

***

2.
Here is a 2-piece molecular cluster, C8H15F overall at a distorted geometry from the OMol25 dataset. Energies are from the ωB97M-V functional and the def2-TZVPD basis.

Geometry as XYZ:
```
24
Properties=species:S:1:pos:R:3
H 0.739 0.695 2.021
H 2.085 -2.134 -0.207
C -1.964 1.245 -0.731
H 3.327 -0.930 0.236
C 1.605 1.250 -0.364
C -2.710 0.588 0.326
H 2.528 1.611 0.045
H 0.047 -0.928 -1.804
H 0.819 1.872 -0.151
H -3.326 -1.006 -0.852
H 1.688 1.230 -1.362
C 1.262 -0.216 0.044
H -2.740 1.008 1.286
H 1.944 -0.499 2.102
F -0.712 -1.685 -0.168
H 2.666 -0.987 -1.428
H -1.111 1.996 -0.486
H -4.161 -0.881 0.922
C 2.404 -1.086 -0.354
C -3.503 -0.516 0.100
C 0.030 -0.621 -0.750
C 1.012 -0.240 1.533
H 0.328 -1.051 1.867
H -2.258 1.287 -1.826
```

## Properties
DFT total energy = -413.5044 Eh
relative energy (zero: lowest compared OMol25 entry of this formula, charge and spin) = 213.6 kJ/mol
gap between HOMO and LUMO (spin up / spin down) = 8.4 / 8.3 eV
spin multiplicity = 1

***

3.
Here is one molecule with the formula C8H15F2O3P at a distorted geometry from the OMol25 dataset. Energies are from the ωB97M-V functional and the def2-TZVPD basis.

Geometry as XYZ:
```
29
Properties=species:S:1:pos:R:3
C 1.665 2.607 0.344
C 0.750 1.637 1.122
C 1.370 -0.856 3.628
H 1.705 3.611 0.769
C -2.146 0.064 -2.950
O -1.044 -0.564 -2.273
H 0.847 1.980 2.114
H -3.611 -1.529 -2.556
H 2.779 2.230 0.516
C 0.657 -0.907 -0.721
H 1.532 2.727 -0.819
C 0.636 -1.268 2.290
O -1.466 0.016 -0.162
H -0.301 1.828 0.739
H -0.540 -1.358 2.383
P 1.293 -0.101 0.974
O 2.792 -0.080 1.051
H -2.615 0.853 -2.315
F 0.853 -2.262 -0.487
H -1.804 0.629 -3.856
C -0.806 -0.471 -1.034
H -4.021 -0.695 -3.858
H 0.723 -0.062 4.162
H 1.104 -2.192 1.976
C -3.130 -1.071 -3.346
H 2.505 -0.585 3.622
H -2.609 -1.812 -3.867
F 1.547 -0.721 -1.741
H 1.337 -1.648 4.295
```

## Properties
DFT total energy = -1080.5996 Eh
relative energy (zero: lowest compared OMol25 entry of this formula, charge and spin) = 0.0 kJ/mol
gap between HOMO and LUMO = 10.5 eV
spin multiplicity = 1

***

4.
Here is one molecule with the formula C8H15F3Si at a distorted geometry from the OMol25 dataset. Energies are from the ωB97M-V functional and the def2-TZVPD basis.

Geometry as XYZ:
```
27
Properties=species:S:1:pos:R:3
H -0.539 0.660 -2.443
H 0.117 -1.469 0.082
H 1.660 0.876 -1.451
H -0.281 -1.057 1.712
H -1.168 -0.922 -1.846
H 1.871 0.012 2.078
C -1.613 0.725 -0.511
H 2.572 -0.790 0.690
H 2.065 2.284 0.392
C -0.677 3.089 -0.694
C 1.062 -2.749 1.450
F 2.180 -2.808 2.205
H -0.596 3.880 0.043
H -2.544 1.287 -0.579
C 0.465 -3.868 1.004
H -0.784 1.870 1.072
C -1.335 0.149 -1.914
H -1.815 -0.049 0.222
F -0.859 -4.014 1.085
F 1.077 -4.906 0.435
C 1.661 -0.330 1.069
C 0.544 -1.382 1.077
Si 1.239 1.131 -0.053
H 0.117 3.193 -1.430
H -2.228 0.269 -2.520
C -0.554 1.716 0.016
H -1.636 3.204 -1.189
```

## Properties
DFT total energy = -902.8188 Eh
gap between HOMO and LUMO = 9.5 eV
spin multiplicity = 1

***

5.
Here is C8H15N as an isolated structure at a distorted geometry from the OMol25 dataset. Energies are from the ωB97M-V functional and the def2-TZVPD basis.

Geometry as XYZ:
```
24
Properties=species:S:1:pos:R:3
H -0.272 -2.609 0.387
C 0.887 0.628 -1.020
H 2.465 -0.852 -1.138
N -2.218 -0.188 3.009
H -2.895 -0.706 3.577
H 0.934 1.153 -3.115
H -1.560 2.142 1.520
H -0.678 0.803 -2.497
H -1.994 -1.841 1.766
C 0.368 0.503 -2.437
H 0.596 -2.137 -1.067
H 0.768 1.655 -0.679
H 2.997 0.795 -1.459
H -1.165 -2.040 -1.032
C 2.324 0.189 -0.841
H 0.101 2.396 1.087
C -1.766 -0.783 1.996
H -0.313 1.536 2.554
C -0.180 -0.517 0.065
C -0.658 0.331 0.879
C -0.260 -1.898 -0.439
H 0.458 -0.519 -2.808
H 2.646 0.304 0.194
C -0.585 1.657 1.499
```

## Properties
DFT total energy = -368.4284 Eh
relative energy (zero: lowest compared OMol25 entry of this formula, charge and spin) = 378.8 kJ/mol
gap between HOMO and LUMO = 8.8 eV
spin multiplicity = 1

***

6.
Here is an isolated ion of composition C8H15N2 and charge +1 at a distorted geometry from the OMol25 dataset. Energies are from the ωB97M-V functional and the def2-TZVPD basis.

Geometry as XYZ:
```
25
Properties=species:S:1:pos:R:3
C 0.870 -0.695 -1.043
C -2.600 1.273 0.911
H 2.900 -0.184 -1.571
H 0.492 0.402 2.789
H 0.953 -2.417 -1.992
C -0.426 1.835 1.859
C 0.618 -1.436 -2.236
H 2.320 0.225 0.081
C -1.530 0.474 0.255
H -0.150 2.481 2.621
C -0.737 -0.477 1.103
H 2.708 -1.494 -0.418
H -2.781 1.138 1.938
N 0.202 -1.278 0.253
H 0.632 0.402 -0.947
H 0.834 -1.747 0.937
H -1.642 0.095 -0.783
H -3.369 1.606 0.209
H -0.339 -1.394 -2.709
H 1.362 -1.322 -3.060
C -1.225 1.889 0.717
H -1.172 2.724 0.003
N -0.024 0.535 1.978
H -0.254 -2.096 -0.171
C 2.358 -0.539 -0.725
```

## Properties
DFT total energy = -422.9419 Eh
relative energy (zero: lowest compared OMol25 entry of this formula, charge and spin) = 400.2 kJ/mol
gap between HOMO and LUMO (spin up / spin down) = 7.8 / 7.8 eV
spin multiplicity = 1
charge = +1

***

7.
Here is a 2-piece molecular cluster, C8H15N2O overall at a distorted geometry from the OMol25 dataset. Energies are from the ωB97M-V functional and the def2-TZVPD basis.

Geometry as XYZ:
```
26
Properties=species:S:1:pos:R:3
H -0.496 3.181 -0.785
H 2.195 3.047 -1.491
H -0.694 3.317 1.589
H 1.298 4.623 1.859
H 0.413 -2.636 3.962
H 0.200 1.773 1.707
H 2.192 -1.624 5.507
C 1.126 -1.052 2.547
C 2.516 3.309 0.672
C 1.053 -1.795 3.695
C 1.489 3.536 1.772
H 1.496 4.530 -0.777
H 3.434 0.340 4.414
N 1.995 -1.281 4.550
H 2.412 0.602 2.072
C 1.681 3.453 -0.599
H 0.563 -1.116 1.616
O 2.997 1.968 0.836
C 2.637 -0.259 3.974
C 0.367 2.720 -0.267
H 3.360 4.027 0.718
N 2.110 -0.117 2.754
H 1.857 3.180 2.754
C 0.231 2.793 1.279
H 0.429 1.663 -0.592
H 3.560 1.758 0.061
```

## Properties
DFT total energy = -498.3682 Eh
relative energy (zero: lowest compared OMol25 entry of this formula, charge and spin) = 0.0 kJ/mol
gap between HOMO and LUMO = 10.8 eV
spin multiplicity = 1
charge = +1

***

8.
Here is an isolated ion of composition C8H15N2O2 and charge +1 at a distorted geometry from the OMol25 dataset. Energies are from the ωB97M-V functional and the def2-TZVPD basis.

Geometry as XYZ:
```
27
Properties=species:S:1:pos:R:3
H -1.569 -0.270 -2.098
H -0.643 3.638 -0.219
H -0.046 2.372 1.595
H -1.148 0.342 -3.725
H 1.079 3.507 -0.353
C 0.408 -0.642 -0.093
O -0.316 1.441 -2.198
N -0.126 0.804 -0.001
H 2.513 -1.939 0.798
H 1.152 0.389 2.953
H 1.376 -0.664 -0.769
H 0.214 3.483 -1.770
O -0.436 -1.594 -0.478
H 1.230 -2.795 1.741
C 1.819 -1.852 1.549
C 0.144 1.326 1.297
H -2.413 -2.064 0.045
C -1.434 -1.864 0.419
C -0.195 1.696 -0.939
C -0.756 0.170 -2.667
N 0.815 -0.859 1.251
H 0.106 -0.502 -2.664
H 2.337 -1.686 2.411
C 0.650 0.298 2.056
C 0.137 3.165 -0.754
H -1.127 -2.627 1.077
H -1.494 -0.968 1.215
```

## Properties
DFT total energy = -573.4684 Eh
relative energy (zero: lowest compared OMol25 entry of this formula, charge and spin) = 178.4 kJ/mol
gap between HOMO and LUMO (spin up / spin down) = 8.3 / 8.3 eV
spin multiplicity = 1
charge = +1

***

9.
Here is one molecule with the formula C8H15N2O4P at a distorted geometry from the OMol25 dataset. Energies are from the ωB97M-V functional and the def2-TZVPD basis.

Geometry as XYZ:
```
30
Properties=species:S:1:pos:R:3
H 0.964 2.579 -0.677
P -1.131 -1.820 0.981
O -0.001 -0.596 1.387
C -2.868 -2.938 2.810
C 1.535 1.227 0.892
H 3.204 0.687 -0.569
C 1.181 2.619 0.425
O -0.702 0.960 -0.055
H 1.270 -1.231 -0.844
C -1.474 0.100 -0.775
H -2.349 0.801 -1.092
N -2.107 -1.876 2.381
H -1.314 0.283 -3.592
H 1.320 1.231 1.988
H -2.228 -0.961 2.937
C 2.959 0.781 0.459
H 0.447 -0.135 -3.567
O -2.758 -3.965 2.058
H 3.344 -0.088 1.033
N 0.747 -0.431 -0.961
C 0.443 0.320 0.266
H -0.162 1.381 -2.725
H 0.307 2.774 0.951
H -0.800 -1.651 -1.887
C -0.391 0.303 -2.991
H 1.777 3.522 0.572
O -2.143 -0.883 0.102
C -0.515 -0.602 -1.634
H -2.147 -3.929 1.294
H 3.593 1.541 0.834
```

## Properties
DFT total energy = -1065.5945 Eh
relative energy (zero: lowest compared OMol25 entry of this formula, charge and spin) = 330.4 kJ/mol
gap between HOMO and LUMO = 9.0 eV
spin multiplicity = 1